1.
Formula: C48H39N6O2P2S4Ta
Source: the OMol25 dataset
Level of theory: ωB97M-V/def2-TZVPD

## Properties
HOMO level: -11.9 eV
LUMO: -6.0294 eV
molar mass: 1103.04 g mol⁻¹

Structure (ORCA input):
```
! wB97M-V def2-TZVPD RIJCOSX def2/J DEFGRID3
* xyz 2 1
Ta -0.117 -0.764 0.213
C -1.859 2.924 1.904
O -1.749 2.144 0.717
C -2.264 2.699 -0.415
C -2.771 3.991 -0.503
C -3.245 4.461 -1.721
C -3.224 3.665 -2.856
C -2.760 2.365 -2.761
C -2.297 1.883 -1.545
N -1.912 0.515 -1.385
N -2.520 -0.245 -2.140
C -1.072 -2.014 -3.108
C 0.209 -2.278 -2.357
O 0.628 -1.295 -1.666
C 0.894 -3.501 -2.406
C 0.354 -4.514 -3.140
C -0.819 -4.378 -3.957
C -1.233 -5.441 -4.767
C -2.296 -5.276 -5.634
C -2.934 -4.045 -5.710
C -2.538 -2.985 -4.902
C -1.500 -3.155 -4.002
H -1.386 3.896 1.773
H -2.908 3.064 2.173
H -1.342 2.375 2.684
H -2.811 4.634 0.362
H -3.637 5.468 -1.776
H -3.588 4.045 -3.800
H -2.761 1.700 -3.614
H 1.798 -3.621 -1.826
H 0.849 -5.480 -3.142
H -0.703 -6.384 -4.719
H -2.617 -6.095 -6.263
H -3.753 -3.906 -6.404
H -3.047 -2.032 -4.965
S 1.062 -2.171 1.335
P 1.825 0.861 -0.177
C 1.578 1.284 1.513
P 2.514 2.313 2.545
S 2.670 0.314 2.759
C 3.988 3.175 2.040
C 4.007 4.572 2.083
C 5.142 5.253 1.677
C 6.256 4.545 1.244
C 6.239 3.157 1.211
C 5.106 2.464 1.603
C 1.660 3.208 3.827
C 1.839 2.838 5.158
C 1.214 3.565 6.160
C 0.422 4.657 5.834
C 0.251 5.033 4.508
C 0.869 4.310 3.501
C 3.482 0.401 -0.715
C 4.302 1.336 -1.350
C 5.598 0.991 -1.695
C 6.084 -0.276 -1.398
C 5.273 -1.205 -0.759
C 3.969 -0.871 -0.423
C 1.303 2.250 -1.208
C 0.894 3.464 -0.673
C 0.478 4.491 -1.511
C 0.465 4.304 -2.883
C 0.876 3.090 -3.424
C 1.291 2.067 -2.593
H 3.152 5.127 2.446
H 5.162 6.333 1.711
H 7.146 5.080 0.942
H 7.113 2.610 0.886
H 5.093 1.382 1.579
H 2.461 1.988 5.411
H 1.350 3.283 7.195
H -0.060 5.225 6.619
H -0.359 5.892 4.261
H 0.747 4.611 2.469
H 3.935 2.330 -1.573
H 6.231 1.712 -2.194
H 7.097 -0.542 -1.669
H 5.653 -2.191 -0.529
H 3.330 -1.595 0.069
H 0.885 3.603 0.401
H 0.162 5.436 -1.090
H 0.140 5.104 -3.534
H 0.879 2.950 -4.497
H 1.647 1.133 -3.017
N -0.553 0.232 3.724
C -1.497 -0.570 3.188
N -1.594 -0.823 1.898
C -2.580 -1.783 1.643
C -3.266 -2.185 2.728
S -2.668 -1.389 4.139
C -2.741 -2.151 0.243
C -3.853 -2.574 -0.359
S -3.647 -2.686 -2.085
C -2.125 -1.682 -1.950
N -1.641 -1.873 -0.601
N -0.880 -0.845 -3.969
H 0.270 0.427 3.162
H -0.400 0.182 4.718
H -4.062 -2.907 2.787
H -4.797 -2.801 0.107
H -0.411 -1.110 -4.827
H -0.354 -0.113 -3.507
*
```

Here are the Löwdin charges for atoms 1 to 99, given in e:
1. Ta 1.223
2. C -0.057
3. O -0.125
4. C -0.241
5. C -0.014
6. C -0.053
7. C -0.064
8. C -0.010
9. C -0.173
10. N 0.059
11. N 0.093
12. C -0.334
13. C -0.281
14. O -0.250
15. C 0.042
16. C 0.088
17. C -0.155
18. C 0.010
19. C -0.035
20. C -0.019
21. C -0.056
22. C -0.162
23. H 0.075
24. H 0.114
25. H 0.067
26. H 0.110
27. H 0.117
28. H 0.114
29. H 0.115
30. H 0.129
31. H 0.140
32. H 0.127
33. H 0.120
34. H 0.122
35. H 0.124
36. S 0.237
37. P 0.835
38. C -0.836
39. P 0.697
40. S 0.642
41. C -0.321
42. C -0.065
43. C -0.050
44. C -0.040
45. C -0.054
46. C -0.089
47. C -0.350
48. C -0.076
49. C -0.049
50. C -0.042
51. C -0.051
52. C -0.112
53. C -0.358
54. C -0.092
55. C -0.066
56. C -0.053
57. C -0.055
58. C -0.110
59. C -0.364
60. C -0.087
61. C -0.058
62. C -0.052
63. C -0.055
64. C -0.108
65. H 0.099
66. H 0.118
67. H 0.119
68. H 0.118
69. H 0.092
70. H 0.108
71. H 0.118
72. H 0.119
73. H 0.118
74. H 0.094
75. H 0.113
76. H 0.116
77. H 0.116
78. H 0.115
79. H 0.035
80. H 0.076
81. H 0.117
82. H 0.118
83. H 0.117
84. H 0.109
85. N 0.118
86. C -0.691
87. N -0.097
88. C -0.333
89. C -0.302
90. S 1.128
91. C -0.345
92. C -0.312
93. S 1.079
94. C -0.585
95. N -0.167
96. N 0.139
97. H -0.023
98. H 0.113
99. H 0.094

=====

2.
Formula: C48H40Cl3CuN4O2PS5
Source: the OMol25 dataset
Level of theory: ωB97M-V/def2-TZVPD

## Properties
HOMO level (spin up / spin down): -6.9 / -7.2 eV
LUMO (spin up / spin down): 0.3360 / -0.2779 eV
molar mass: 1066.09 g mol⁻¹

Structure (ORCA input):
```
! wB97M-V def2-TZVPD RIJCOSX def2/J DEFGRID3
* xyz 0 2
Cu -0.917 -0.861 0.745
C 4.024 -4.661 -0.145
C 3.155 -4.672 0.937
C 2.382 -3.556 1.218
C 2.465 -2.416 0.416
C 3.339 -2.414 -0.669
C 4.118 -3.529 -0.941
P 1.401 -0.997 0.845
C 2.141 0.429 -0.002
C 1.981 0.510 -1.389
C 2.453 1.612 -2.085
C 3.075 2.652 -1.405
C 3.214 2.587 -0.026
C 2.744 1.484 0.675
C 1.669 -0.827 2.623
C 2.887 -0.678 3.232
C 2.971 -0.665 4.638
C 1.844 -0.834 5.394
C 0.577 -1.021 4.793
C -0.597 -1.238 5.557
C -1.788 -1.437 4.925
C -1.870 -1.409 3.510
C -0.775 -1.201 2.713
C 0.478 -1.011 3.378
H 4.618 -5.536 -0.371
H 3.059 -5.554 1.554
H 1.715 -3.574 2.072
H 3.432 -1.540 -1.298
H 4.800 -3.512 -1.782
H 1.462 -0.285 -1.916
H 2.328 1.662 -3.159
H 3.441 3.513 -1.950
H 3.691 3.398 0.510
H 2.842 1.450 1.752
H 3.790 -0.592 2.638
H 3.935 -0.538 5.115
H 1.910 -0.840 6.476
H -0.529 -1.248 6.638
H -2.686 -1.608 5.508
H -2.846 -1.535 3.058
C -4.477 -1.893 -1.276
S -3.682 -2.188 0.296
C -5.171 -2.280 1.290
O -3.061 -0.858 0.687
H -5.100 -2.753 -1.519
H -3.680 -1.785 -2.009
H -5.074 -0.983 -1.207
H -5.738 -3.162 0.995
H -5.759 -1.372 1.155
H -4.862 -2.376 2.328
Cl 1.153 9.672 -4.556
C 0.536 8.422 -3.524
C -0.005 8.751 -2.292
C -0.496 7.741 -1.482
C -0.458 6.409 -1.877
C -0.979 5.316 -0.967
C 0.176 4.657 -0.226
N -0.235 3.460 0.482
C -0.407 3.310 1.837
C -0.781 2.015 2.028
N -0.851 1.372 0.814
C -0.513 2.268 -0.084
O -1.895 5.820 -0.019
C -3.261 5.684 -0.430
C -3.681 4.249 -0.367
C -3.853 3.422 -1.435
Cl -3.767 3.854 -3.100
S -4.131 1.792 -0.978
C -4.040 2.205 0.682
C -3.798 3.526 0.859
C 0.097 6.119 -3.118
Cl 0.186 4.468 -3.669
C 0.593 7.107 -3.952
H -0.040 9.785 -1.977
H -0.934 7.980 -0.522
H -1.453 4.550 -1.586
H 0.603 5.359 0.491
H 0.951 4.381 -0.940
H -0.253 4.127 2.520
H -1.002 1.501 2.949
H -0.445 2.100 -1.148
H -3.399 6.092 -1.436
H -3.837 6.289 0.269
H -4.106 1.424 1.421
H -3.669 3.985 1.829
H 1.012 6.855 -4.915
S -0.019 -6.974 1.100
C -0.130 -5.695 0.043
S -0.890 -4.196 0.470
C -0.479 -3.511 -1.086
N 0.158 -4.335 -1.846
N 0.321 -5.561 -1.226
C 1.009 -6.545 -1.999
C 0.667 -7.888 -1.925
C 1.352 -8.807 -2.706
C 2.362 -8.393 -3.562
C 2.680 -7.045 -3.644
C 2.007 -6.117 -2.867
S -0.939 -1.905 -1.531
H -0.119 -8.209 -1.260
H 1.086 -9.854 -2.645
H 2.892 -9.116 -4.168
H 3.457 -6.710 -4.319
H 2.234 -5.063 -2.930
*
```

Here are the Löwdin charges for atoms 1 to 99, given in e:
1. Cu 0.114
2. C -0.081
3. C -0.073
4. C -0.104
5. C -0.319
6. C -0.073
7. C -0.085
8. P 1.091
9. C -0.340
10. C -0.126
11. C -0.085
12. C -0.101
13. C -0.082
14. C -0.075
15. C -0.308
16. C -0.084
17. C -0.070
18. C -0.027
19. C -0.168
20. C -0.047
21. C -0.078
22. C -0.109
23. C -0.160
24. C -0.207
25. H 0.107
26. H 0.102
27. H 0.108
28. H 0.091
29. H 0.105
30. H 0.075
31. H 0.105
32. H 0.105
33. H 0.107
34. H 0.096
35. H 0.115
36. H 0.103
37. H 0.112
38. H 0.108
39. H 0.099
40. H 0.060
41. C -0.258
42. S 0.816
43. C -0.233
44. O -0.618
45. H 0.065
46. H 0.014
47. H 0.032
48. H 0.062
49. H 0.064
50. H 0.046
51. Cl 0.680
52. C -0.664
53. C -0.089
54. C -0.002
55. C -0.181
56. C -0.320
57. C -0.058
58. N -0.038
59. C -0.040
60. C -0.108
61. N 0.051
62. C -0.145
63. O -0.097
64. C -0.137
65. C -0.325
66. C -0.970
67. Cl 0.669
68. S 1.006
69. C -0.389
70. C -0.132
71. C -0.566
72. Cl 0.734
73. C -0.124
74. H 0.109
75. H 0.126
76. H 0.095
77. H 0.148
78. H 0.101
79. H 0.123
80. H 0.108
81. H 0.147
82. H 0.117
83. H 0.135
84. H 0.067
85. H 0.122
86. H 0.107
87. S 0.563
88. C -1.102
89. S 0.945
90. C -1.063
91. N 0.028
92. N -0.136
93. C -0.204
94. C -0.047
95. C -0.080
96. C -0.096
97. C -0.084
98. C -0.026
99. S 0.585

=====

Looking at energy relative to the best compared isomer or geometry (same formula, charge and spin) for the records above, in order, we have 5.367, 0.000 eV.